1.
10
Properties=species:S:1:pos:R:3 method="wB97M-V/def2-TZVPD" homo_energy_ev=-9.8 gap_ev=9.7 relative_energy_ev=0.034 total_charge=0 spin_multiplicity=1 max_force_ev_per_a=2.69 smiles="N[C@@H](I)C(=O)O"
H -0.941 -1.079 -0.786
H -1.892 0.435 0.715
C -0.398 -0.244 -0.438
N -0.962 0.140 0.771
H -0.648 -0.538 1.456
C 1.126 -0.355 -0.363
H 0.950 0.917 1.082
O 1.725 -1.211 -0.904
I -0.607 1.361 -1.982
O 1.648 0.574 0.448

***

2.
10
Properties=species:S:1:pos:R:3 method="wB97M-V/def2-TZVPD" homo_energy_ev=-9.5 gap_ev=9.0 relative_energy_ev=0.094 total_charge=0 spin_multiplicity=1 max_force_ev_per_a=3.58 smiles="N[C@@H](I)C(=O)O"
N -1.101 0.736 0.219
H 1.275 0.432 1.114
H -0.831 -0.440 -1.391
O 1.172 -0.510 1.197
O 0.569 -2.091 -0.241
C -0.319 -0.007 -0.597
C 0.507 -0.987 0.102
I 1.596 1.069 -1.658
H -2.024 0.981 0.097
H -0.843 0.816 1.158

***

3.
9
Properties=species:S:1:pos:R:3 method="wB97M-V/def2-TZVPD" homo_energy_ev=-5.6 gap_ev=5.3 relative_energy_ev=0.195 total_charge=0 spin_multiplicity=1 max_force_ev_per_a=2.95
O -0.779 -1.636 1.291
K -2.145 -3.119 0.037
H 0.447 0.089 -1.715
Li 0.805 -1.086 0.899
C -0.033 1.150 0.112
H 0.322 1.873 0.851
H -1.080 0.744 0.515
C 0.723 0.801 -0.932
H 1.740 1.184 -1.058

***

4.
8
Properties=species:S:1:pos:R:3 method="wB97M-V/def2-TZVPD" homo_energy_ev="-3.3 / -0.3" gap_ev="6.8 / 3.0" relative_energy_ev=1.713 total_charge=-1 spin_multiplicity=1 max_force_ev_per_a=1.68
C -0.288 -0.984 0.251
K 3.555 0.499 -1.170
H -0.317 1.061 0.753
H -3.034 1.360 0.315
C 0.055 0.316 0.017
H -0.963 -1.226 1.074
O 0.953 0.755 -0.815
H 0.038 -1.781 -0.425

***

5.
9
Properties=species:S:1:pos:R:3 method="wB97M-V/def2-TZVPD" homo_energy_ev="-15.5 / -21.6" gap_ev="5.3 / 11.5" relative_energy_ev=0.774 total_charge=+2 spin_multiplicity=2 max_force_ev_per_a=4.87
Mg -0.371 0.033 -2.742
C -0.105 -0.580 0.125
O -0.859 -0.187 -0.957
C 0.778 0.415 0.768
H 0.614 1.480 0.558
H -0.360 -1.551 0.565
H 1.468 -0.238 -0.105
H 1.116 0.135 1.772
Li -2.281 0.493 0.016

***

6.
9
Properties=species:S:1:pos:R:3 method="wB97M-V/def2-TZVPD" homo_energy_ev="-11.9 / -13.1" gap_ev="7.4 / 8.0" relative_energy_ev=0.000 total_charge=+1 spin_multiplicity=3 max_force_ev_per_a=5.91
H 1.829 1.102 -1.297
O -0.815 -0.406 0.057
H 1.286 -0.663 -1.564
C 1.104 0.315 -1.098
Pt -1.133 -0.339 -1.748
C 0.170 0.470 -0.128
Li -1.385 -0.920 1.792
H -1.186 -0.954 3.521
H 0.130 1.395 0.464

***

Repeat the third record exactly.
9
Properties=species:S:1:pos:R:3 method="wB97M-V/def2-TZVPD" homo_energy_ev=-5.6 gap_ev=5.3 relative_energy_ev=0.195 total_charge=0 spin_multiplicity=1 max_force_ev_per_a=2.95
O -0.779 -1.636 1.291
K -2.145 -3.119 0.037
H 0.447 0.089 -1.715
Li 0.805 -1.086 0.899
C -0.033 1.150 0.112
H 0.322 1.873 0.851
H -1.080 0.744 0.515
C 0.723 0.801 -0.932
H 1.740 1.184 -1.058